DFT (the ωB97M-V functional and the def2-TZVPD basis) results for C20H43I2NO6PS as an isolated structure.

```
74
Properties=species:S:1:pos:R:3
C -0.92 1.56 3.27
C -0.49 0.18 3.78
O 0.75 0.31 4.44
C 1.60 -0.83 4.35
C 3.01 -0.35 4.08
C 3.14 0.15 2.63
C 3.56 -1.00 1.72
C 4.06 -0.70 0.30
C 3.46 0.46 -0.52
P 4.12 2.16 0.10
C 2.89 3.07 1.13
C 5.69 1.91 1.03
C 4.13 0.36 -1.93
I 3.61 -1.33 -3.14
O 3.99 1.57 -2.65
S 2.50 2.03 -3.01
O 2.51 3.45 -2.96
O 2.14 1.50 -4.28
C 1.37 1.49 -1.69
C 0.01 1.13 -2.28
O 0.06 0.19 -3.31
C -1.03 -0.69 -3.39
C -2.09 -0.24 -4.40
C 1.94 0.52 -0.59
I 0.94 -1.43 -0.54
H -0.80 1.61 2.19
H -0.31 2.32 3.74
H -1.96 1.78 3.52
H -1.26 -0.21 4.45
H -0.42 -0.48 2.92
H 1.30 -1.51 3.56
H 1.58 -1.35 5.31
H 3.72 -1.14 4.29
H 3.26 0.46 4.76
H 2.17 0.57 2.39
H 3.88 0.94 2.65
H 4.36 -1.52 2.23
H 2.74 -1.71 1.71
H 5.14 -0.61 0.33
H 3.89 -1.60 -0.28
H 3.11 4.12 1.04
H 2.94 2.84 2.19
H 1.86 2.93 0.82
H 5.80 2.75 1.72
H 5.78 1.00 1.61
H 6.49 2.02 0.32
H 5.19 0.27 -1.73
H 1.19 2.42 -1.15
H -0.39 2.07 -2.69
H -0.68 0.86 -1.48
H -1.49 -0.91 -2.42
H -0.64 -1.64 -3.75
H -2.39 -1.10 -5.00
H -1.71 0.52 -5.07
H -2.98 0.08 -3.87
H 1.62 0.91 0.36
C -7.14 -1.78 -0.20
C -5.71 -1.29 0.03
C -4.99 -0.80 -1.21
O -4.61 -1.89 -2.03
C -5.52 -2.22 -3.09
N -4.89 -2.45 0.54
H -7.16 -2.72 -0.75
H -7.66 -1.93 0.74
H -7.70 -1.04 -0.77
H -5.71 -0.53 0.81
H -4.06 -0.31 -0.91
H -5.58 -0.06 -1.76
H -6.10 -1.35 -3.40
H -6.19 -3.02 -2.78
H -4.93 -2.57 -3.93
H -5.37 -3.01 1.25
H -3.99 -2.14 0.91
H -4.67 -3.05 -0.28
```

E_HOMO in eV: -9.5
E_LUMO in eV: -3.604
Kohn-Sham gap in Eh: 0.216
Total charge: +1

Let us look at the Mulliken charges, expressed in e, one per atom: -1.01, -0.05, -0.37, -0.66, -1.41, 1.20, -1.04, -1.64, 1.88, 0.40, -0.96, -1.28, -1.19, 0.09, -0.41, 1.48, -0.68, -0.59, 0.87, -1.69, -0.09, -0.25, -1.10, -1.86, -0.02, 0.10, 0.28, 0.35, 0.48, 0.10, 0.30, 0.43, 0.46, 0.46, -0.40, 0.00, 0.36, 0.33, 0.60, 0.41, 0.47, 0.34, 0.13, 0.45, 0.41, 0.37, 1.00, 0.30, 0.52, 0.62, 0.24, 0.33, 0.34, 0.35, 0.19, 0.05, -1.47, 0.17, -0.69, -0.33, -0.77, -0.27, 0.40, 0.43, 0.35, 0.40, 0.29, 0.53, 0.36, 0.29, 0.25, 0.37, 0.31, 0.37